No. 1
Molecular formula: C7H12
Method: DFT, ωB97M-V with the def2-TZVPD basis set

Geometry as XYZ:
```
19
Properties=species:S:1:pos:R:3:forces:R:3:mulliken_charge:R:1
H -0.5337 -1.8994 -1.7202 -0.080 0.120 0.069 0.240
H -2.7157 0.5349 0.9502 0.075 -0.008 -0.147 0.274
C -0.8253 -0.9174 -1.3578 -0.142 0.021 0.084 -0.735
H -1.5651 1.3398 -0.1414 -0.120 -0.110 -0.027 0.249
C 0.6514 -0.0688 1.7785 -0.030 0.027 0.019 -1.076
H 3.4636 -0.4944 0.0175 -0.109 0.093 -0.095 0.224
H -2.5080 -1.6029 -0.3225 0.078 0.104 -0.067 0.328
C -1.8998 -0.7395 -0.5943 0.120 -0.046 -0.161 0.055
H -0.0594 0.7079 2.0765 0.131 -0.083 -0.050 0.228
H 2.1676 2.2633 -0.4217 -0.072 -0.177 0.025 0.349
H -0.1920 -0.0785 -1.6407 -0.109 -0.120 0.043 0.236
H 0.1029 -0.9908 1.5645 0.088 0.148 0.004 0.267
C 2.0162 1.2302 -0.1466 -0.149 0.020 0.229 -0.403
C 2.4835 -0.1804 -0.3577 0.186 -0.307 -0.130 -0.539
H 1.3254 -0.2652 2.6206 -0.118 -0.009 -0.057 0.380
H -3.2092 0.9624 -0.6877 0.090 -0.062 0.112 0.321
H 2.1621 -0.7447 -1.2404 0.005 0.116 0.172 0.137
C 1.4690 0.3410 0.6172 0.132 0.211 -0.035 0.458
C -2.3672 0.5956 -0.0873 0.025 0.064 0.010 -0.994
```
Forces are in eV/Å.

The highest occupied orbital energy comes out at -9.02 eV. The structure (SMILES) is CC1=CC1.C=CC. The frontier orbital gap comes out at 10.15 eV. As for the relative energy (zero: lowest compared OMol25 entry of this formula, charge and spin): 299.5 kJ/mol.

No. 2
Molecular formula: C7H12
Method: DFT, ωB97M-V with the def2-TZVPD basis set

Geometry as XYZ:
```
19
Properties=species:S:1:pos:R:3:forces:R:3:mulliken_charge:R:1
C 1.7014 -0.6203 -0.6166 0.350 0.145 0.406 -0.330
H 0.3875 -0.2802 -2.2610 0.025 -0.056 0.162 0.301
H -3.5339 1.4529 0.0619 0.024 -0.139 0.028 0.326
C -0.5913 -0.0655 -0.3177 -0.024 0.039 0.072 -0.778
C -2.8280 0.7066 0.4358 -0.105 0.045 0.039 -1.126
C -2.0645 -0.0064 -0.6960 0.019 -0.022 -0.061 -0.351
H 4.0470 -0.8002 1.6333 -0.040 0.099 -0.096 0.288
C 0.3931 -0.7568 -1.2724 -0.008 -0.015 -0.020 -0.563
H 2.9457 0.5209 2.0472 0.128 -0.070 -0.106 0.262
H -0.2340 0.9621 -0.1738 -0.043 -0.129 0.003 0.385
C 2.5635 -0.3395 0.1793 -0.354 -0.140 -0.378 0.599
H -2.1864 0.5282 -1.6464 0.028 -0.049 0.140 0.280
H 4.2312 0.7906 0.8632 -0.069 -0.133 0.010 0.287
H -2.1211 1.2283 1.0940 -0.181 -0.035 -0.135 0.336
H 0.1292 -1.8112 -1.4236 0.058 0.153 0.047 0.309
C 3.5045 0.0576 1.2255 0.083 0.022 0.072 -1.182
H -0.4974 -0.5526 0.6611 -0.018 0.054 -0.106 0.362
H -2.4621 -1.0171 -0.8558 0.055 0.154 0.017 0.314
H -3.3844 0.0026 1.0621 0.073 0.078 -0.095 0.280
```
Forces are in eV/Å.

The highest occupied orbital energy comes out at -9.28 eV. The structure (SMILES) is CC#CCCCC. The frontier orbital gap comes out at 10.35 eV. As for the relative energy (zero: lowest compared OMol25 entry of this formula, charge and spin): 150.9 kJ/mol.

No. 3
Molecular formula: C7H12
Method: DFT, ωB97M-V with the def2-TZVPD basis set

Geometry as XYZ:
```
19
Properties=species:S:1:pos:R:3:forces:R:3:mulliken_charge:R:1
H 3.6789 0.3189 2.0563 0.034 -0.072 -0.146 0.283
C 3.9114 -0.1435 1.0910 0.074 0.007 0.040 -1.296
C -2.1142 0.0441 -0.7212 0.020 -0.023 -0.053 -0.350
H -0.7413 -0.4067 0.8850 -0.007 0.058 -0.127 0.317
C -3.1365 0.7167 0.1934 -0.050 0.028 0.028 -1.238
H -2.0917 0.5528 -1.6946 0.006 -0.058 0.133 0.308
C 0.3553 -0.6299 -0.9537 -0.023 -0.010 -0.038 -0.766
H -3.2882 0.1325 1.1085 0.032 0.083 -0.126 0.312
C -0.7183 0.0658 -0.1058 -0.022 0.030 0.064 -0.617
H -2.4183 -0.9927 -0.9214 0.047 0.140 0.025 0.299
C 2.6870 -0.3542 0.3168 -0.436 -0.072 -0.272 0.804
H 4.4255 -1.0900 1.2866 -0.081 0.127 -0.046 0.295
H 0.0961 -1.6873 -1.0974 0.050 0.151 0.043 0.299
H -2.7904 1.7129 0.4945 -0.066 -0.129 -0.070 0.316
H -4.1086 0.8337 -0.2960 0.125 -0.043 0.067 0.358
H 0.3914 -0.1811 -1.9554 0.011 -0.047 0.154 0.298
C 1.6670 -0.5154 -0.3060 0.433 0.072 0.281 -0.242
H -0.4103 1.1066 0.0587 -0.046 -0.139 -0.015 0.328
H 4.6051 0.5168 0.5607 -0.104 -0.103 0.058 0.292
```
Forces are in eV/Å.

The highest occupied orbital energy comes out at -9.33 eV. The structure (SMILES) is CC#CCCCC. The frontier orbital gap comes out at 10.41 eV. As for the relative energy (zero: lowest compared OMol25 entry of this formula, charge and spin): 122.7 kJ/mol.